(1)
Entry from the Open Molecules 2025 dataset: one molecule with the formula C5H8N2 (ωB97M-V/def2-TZVPD).

The value obtained for the molar mass is 96.13 Da. The calculation puts the lowest unoccupied orbital energy at 0.90 eV. For the HOMO-LUMO gap, the calculation gives 0.3431 hartree. The calculation puts the relative energy (zero: lowest compared OMol25 entry of this formula, charge and spin) at 235.93 kJ/mol. The value obtained for the HOMO energy is -8.4 eV.

```
! RIJCOSX wB97M-V def2-TZVPD def2/J DEFGRID3
* xyz 0 1
C -1.3720 0.1308 0.0866
C 0.8959 -0.0881 0.0079
N 0.4972 1.2350 0.3846
H -3.1665 0.8130 -0.5101
H 2.9005 0.2050 -0.7130
H -3.1044 -0.8179 -0.4109
H 2.8041 -0.4021 0.9478
H 1.1711 1.9260 0.6874
H -0.2730 -1.8038 -0.5864
H -1.5420 0.0007 1.1891
C 2.3401 -0.4589 -0.0439
C -0.2177 -0.7757 -0.2472
N -2.5817 0.0053 -0.7003
H 2.4515 -1.4819 -0.4103
C -0.8031 1.5125 0.3188
*
```

***

(2)
Entry from the Open Molecules 2025 dataset: C62H57Cl6CuF6N10O22S2 as an isolated structure (ωB97M-V/def2-TZVPD).

The value obtained for the molar mass is 1748.57 Da. The calculation puts the lowest unoccupied orbital energy (spin up / spin down) at -6.92 / -8.49 eV. For the HOMO-LUMO gap (spin up / spin down), the calculation gives 0.1526 / 0.0952 hartree. The value obtained for the HOMO energy (spin up / spin down) is -11.1 / -11.1 eV.

```
! RIJCOSX wB97M-V def2-TZVPD def2/J DEFGRID3
* xyz 1 2
O -4.1384 -2.3233 6.5599
H 6.6127 5.4707 -1.7911
S 0.7853 -0.8351 -0.6656
C -3.6303 9.7143 -2.3972
O -4.8851 7.4962 -8.9170
H -8.4064 -11.6511 -7.8422
C -5.2519 -0.7109 11.2057
C 1.4294 3.5347 9.7778
H -10.4544 -12.4491 -6.6436
C 3.5828 4.6189 10.2157
C 2.1711 4.5144 10.3659
C -8.8931 0.1551 2.5043
C -7.7108 -10.4524 -6.2338
O 0.4984 -7.7825 0.6893
H 1.6045 5.1531 11.0272
C 0.9625 -9.3995 -1.4873
O -2.1976 -2.2621 7.4631
H 6.2034 -3.2243 -5.9667
C -5.2759 -0.8254 8.7953
C 6.4003 8.6086 5.2627
H 1.9918 -10.0471 -3.2929
H -5.6082 -0.5126 12.2058
F 1.4963 2.8968 2.0886
O -0.3246 0.8582 2.6049
C 11.1915 -0.0710 1.1902
C 2.1390 2.4964 9.1883
O -7.1484 1.5979 1.8143
C 4.2947 3.5966 9.6130
C -9.9533 -11.3446 -4.8637
H 5.9520 7.6373 5.4112
H -1.2894 -7.1664 -7.4491
O 0.9605 9.7428 -1.5543
O -1.4911 -8.6573 1.0161
C -1.0280 -1.5098 -1.2408
O 9.4402 7.6388 6.1996
C -10.9361 -1.0561 2.5868
H 4.5114 -3.5208 -6.0728
O 7.7059 -2.2814 1.5474
H -10.9170 -3.0826 2.1051
N 0.7011 -0.6534 1.0560
F 2.8593 1.2120 1.4937
O 8.3457 6.5654 4.6474
N 8.4639 -2.7129 0.7125
H 4.1013 5.4645 10.6430
C -2.3125 9.9485 -2.8775
H -6.7017 0.2454 9.9083
H -10.7079 1.0022 3.3073
C 9.7367 -1.9532 0.5734
Cl 7.4898 6.2582 -3.8379
Cl 6.8544 2.9745 -3.3897
C -3.8219 3.9560 -7.0379
H 7.7293 12.1931 4.9502
N 8.5759 7.6031 5.2996
C -3.4946 -1.9113 10.0526
H 5.3290 3.8389 9.4183
C 9.9413 -0.6872 1.2888
C -4.0841 -1.5475 8.7848
H -5.7787 -0.6810 7.8504
C 6.0315 11.0360 5.2306
C -4.2612 5.2382 -8.9521
C -1.4575 8.6910 -0.9140
Cl -0.2934 -3.8297 -8.7127
Cl 5.8824 -5.5150 -6.1589
H -2.1923 -4.9948 -7.8741
H -11.9833 -1.0021 2.8455
H -3.2342 1.9706 -7.2927
C -3.4707 2.8867 -7.8135
O 5.5293 1.6864 8.0686
C 8.2271 10.0713 5.0307
F -0.9819 -1.6957 -2.5440
N 4.2900 1.6482 8.0892
Cl 7.2629 -3.7319 -8.6163
H 5.3158 11.8339 5.0984
H 9.2929 10.2429 5.0592
N 0.1303 9.9631 -2.4131
H -10.9258 -11.5624 -4.4475
Cu 2.6093 -3.3036 3.6752
C 7.6107 5.5002 -2.2282
C -8.2525 -0.9866 2.1243
C -10.3246 -2.1799 2.1292
C -9.1465 -10.3612 -4.2587
F -1.9647 -0.5322 -1.2266
C 3.5317 2.5744 9.0328
H 4.4946 9.6289 5.5709
H 8.9894 3.9592 -2.8890
O 3.5977 1.0099 7.2784
H -1.6602 -5.5596 -9.5045
C -8.9499 -2.1818 1.8119
H -3.7811 3.7836 -5.9726
O -6.1724 -8.4673 -5.0334
C -3.9319 4.1844 -9.7556
H -3.9789 4.2750 -10.8307
O 1.6448 -2.0052 -0.9512
H -0.7157 8.3725 -0.1966
C -9.7244 -11.8394 -6.1320
H -2.1103 10.4089 -3.8333
F -1.4497 -2.6043 -0.5142
C -1.3433 -5.2461 -8.5098
O -7.2406 -8.4577 -3.2234
C -4.0561 -1.4507 11.2565
H 0.3683 3.5153 9.9780
H 8.2454 6.1004 -1.5762
H -3.4219 2.1576 -9.8858
C 8.0116 3.9996 -2.4092
H 1.7697 -8.8269 -1.0549
C -0.6211 -6.3813 -7.8028
H 8.1653 3.6479 -1.3890
H 10.8376 -3.4818 -0.5626
C 5.5536 9.7337 5.3866
H 11.3511 0.8003 1.8081
N -4.7365 6.4625 -9.5818
H -3.6385 -1.8564 12.1662
C -5.8519 -0.4133 10.0097
N -7.0325 -8.9555 -4.3271
H -4.7567 9.0184 -0.7729
C -4.2280 5.1361 -7.6034
H -9.2768 -10.0171 -3.2433
H 9.1282 -0.3189 1.8969
H -2.5542 -2.4423 10.0419
H 4.9235 -4.2394 -8.5888
C -0.0049 -10.7622 -3.1483
H -6.8273 -10.1584 -6.7809
H -2.1312 -11.2520 -2.8559
H -0.0529 -6.1015 -6.9157
H 1.5506 1.7089 8.7409
C -3.7500 9.1064 -1.1541
C -1.2559 9.5031 -2.0643
O 8.3750 -3.7650 0.0735
N -0.4298 -8.5567 0.4351
H -4.6929 5.8862 -6.9809
C 7.4271 11.1619 5.0582
C 5.4668 -3.8255 -6.4998
H -4.4979 10.1022 -2.9103
F 1.8164 2.3550 0.0215
C -3.5076 3.0076 -9.2252
H -2.8834 7.8023 0.3570
N -3.4086 -1.9830 7.4805
C 7.7476 8.7898 5.1374
H -7.1987 -0.9636 1.8890
C 12.0602 -1.9065 -0.1817
C -0.2761 -9.3309 -0.8097
C -7.9777 -9.9056 -4.9405
H 12.9135 -2.2644 -0.7387
O 1.0474 0.3343 -1.4918
C -1.2300 -10.7746 -2.5006
C 10.8704 -2.4990 -0.1160
S 0.1358 0.7767 1.2073
C -8.6058 -11.3591 -6.8217
C -1.3817 -10.0372 -1.3476
C 5.5699 -3.5921 -7.9960
H -8.4581 -3.0622 1.4254
N -8.1236 1.4242 2.5772
O 0.3308 10.6462 -3.4238
C 1.7271 1.8765 1.2289
Cl 0.5795 -7.0164 -8.9657
O -4.8780 6.5274 -10.8343
H -0.0027 -11.2997 -4.0850
H 13.1566 -0.1039 0.3876
C 12.2181 -0.6374 0.4196
H -2.2977 -10.0709 -0.7764
O -0.8375 1.3276 0.2622
O -8.4333 2.2083 3.4782
C 1.0953 -10.0977 -2.6928
H 5.3331 -2.5523 -8.2215
C -2.7333 8.4522 -0.4924
C -10.2380 0.1034 2.9359
*
```

***

(3)
Entry from the Open Molecules 2025 dataset: C29H28BrCdF3N5O5 as an isolated structure (ωB97M-V/def2-TZVPD).

The value obtained for the molar mass is 775.88 Da. The calculation puts the lowest unoccupied orbital energy at 2.05 eV. For the HOMO-LUMO gap, the calculation gives 0.2563 hartree. The value obtained for the HOMO energy is -4.9 eV.

```
! RIJCOSX wB97M-V def2-TZVPD def2/J DEFGRID3
* xyz -1 1
N -1.0319 -1.2318 -1.7545
H 3.2521 0.4148 -1.5165
O 0.1403 -0.9510 1.0248
C -0.2311 -2.3455 -1.4987
H -2.7721 2.8321 -0.4909
C 0.6169 -2.9675 2.8859
N -0.1329 3.0757 0.3637
C -1.3775 3.3689 1.0651
F 5.2925 2.3818 2.1498
H -1.7404 -3.8558 -1.3445
H -3.4682 3.0651 -2.9229
H 2.0736 2.3976 -1.7894
C 1.0253 -2.2320 5.5332
C 2.0514 -3.1778 -1.1116
O 0.0820 0.6113 2.6407
H -0.5846 3.4708 -2.3492
O 2.8381 3.2958 1.5418
H 4.9030 -1.3444 -0.9876
C -2.5391 2.5267 0.5311
H 0.9191 4.3871 -2.5959
F 4.7171 0.3911 1.5505
C -3.7671 2.0262 -2.8441
N 1.6328 -0.8282 -1.5294
C 0.5634 -1.6269 3.2479
H 2.2325 -5.3036 -0.7926
H 1.4213 4.3309 -0.2157
H -3.4226 2.7176 1.1532
H 4.1069 -3.6993 -0.7250
H -5.8347 2.4178 -3.2024
C 3.0663 2.1568 1.1321
H -2.6856 -2.3665 -2.2610
C 2.9169 -0.6070 -1.4025
H 0.4601 -3.2283 1.8462
H 1.2495 -4.3313 5.9219
C -0.6813 -3.6378 -1.3201
Cd -0.0230 0.7635 -0.5488
C -5.0765 1.6707 -3.0040
H -1.7435 0.8849 1.4410
C 1.1757 -2.0987 -1.3844
C -4.5089 -0.6407 -2.6486
F 5.1792 1.8790 0.0406
H -1.2504 3.1415 2.1254
C -2.7259 1.0698 -2.5649
C 4.5724 1.6944 1.2522
C 1.5436 -4.4882 -0.9796
C 0.4036 4.0949 -0.5306
H -4.8115 -1.6806 -2.5883
H 0.8948 -4.9839 3.5665
C -2.2521 -1.3669 -2.1307
H -0.2042 -5.7028 -0.9622
O -1.5219 1.4286 -2.4711
C 0.2178 -0.5595 2.2263
H -0.1860 5.0160 -0.4763
H 1.1843 -1.9449 6.5658
H -1.6445 4.4271 0.9722
C 0.8632 -3.9376 3.8468
C 3.4266 -2.8907 -0.9661
N 1.0986 2.3191 -2.0580
C 1.0638 -3.5724 5.1709
C 0.1988 -4.7042 -1.0792
H 0.7304 -0.2120 4.8228
O 2.3530 1.2963 0.5853
H -2.9098 0.5034 0.3177
C 0.7736 -1.2635 4.5737
N -2.1384 1.1234 0.5288
C -5.4425 0.3198 -2.9168
C -3.1594 -0.3036 -2.4379
C 0.4289 3.6189 -1.9831
C 3.8617 -1.6073 -1.1121
Br -7.2758 -0.1661 -3.1753
H 0.5871 2.8208 1.0329
H 1.0250 1.9184 -2.9839
*
```

***

(4)
Entry from the Open Molecules 2025 dataset: a 3-piece molecular cluster, C7H13N overall (ωB97M-V/def2-TZVPD).

The value obtained for the molar mass is 111.19 Da. The calculation puts the lowest unoccupied orbital energy at 0.91 eV. For the HOMO-LUMO gap, the calculation gives 0.3126 hartree. The calculation puts the relative energy (zero: lowest compared OMol25 entry of this formula, charge and spin) at 492.96 kJ/mol. The value obtained for the HOMO energy is -7.6 eV.

```
! RIJCOSX wB97M-V def2-TZVPD def2/J DEFGRID3
* xyz 0 1
H -2.6223 0.3931 -1.3458
C 2.0930 -0.8673 0.2394
H -0.2906 -1.7689 0.3953
C 0.1122 0.6936 -1.7487
H -2.6011 0.3974 1.7267
H -3.8784 1.0574 0.6875
C 2.9698 0.3022 0.6010
H 2.5687 0.7873 1.4991
H -0.0806 -0.2630 1.4043
C 0.0111 -0.7257 0.4262
H -2.2876 1.8219 0.7155
N 2.6375 -1.9906 0.0117
H -0.6208 1.2813 -2.2933
H 2.9930 1.0548 -0.1930
C -2.7985 0.8528 0.7492
H -2.7290 -1.0259 -0.3437
H 1.9608 -2.7109 -0.2572
C -0.2584 0.0273 -0.6857
H 1.1459 0.7182 -2.0703
H 3.9863 -0.0158 0.8666
C -2.3110 -0.0192 -0.3848
*
```

***

(5)
Entry from the Open Molecules 2025 dataset: an isolated ion of composition C5H12NS and charge +1 (ωB97M-V/def2-TZVPD).

The value obtained for the molar mass is 118.22 Da. The calculation puts the lowest unoccupied orbital energy at -5.27 eV. For the HOMO-LUMO gap, the calculation gives 0.2825 hartree. The calculation puts the relative energy (zero: lowest compared OMol25 entry of this formula, charge and spin) at 291.26 kJ/mol. The value obtained for the HOMO energy is -13.0 eV.

```
! RIJCOSX wB97M-V def2-TZVPD def2/J DEFGRID3
* xyz 1 1
H -0.7952 1.8160 0.3704
H -1.5498 0.3551 -2.3605
S 1.3214 0.3455 1.8182
C -0.9773 1.3351 1.3214
H -0.7894 2.0984 2.0868
C -0.5519 -0.7696 0.2727
H -1.6768 -0.6897 0.2644
H 2.0087 0.3444 -1.3400
H -0.8661 -0.5910 2.2836
H -2.1004 1.1476 1.2768
H 0.2186 0.2743 -3.0954
H 1.5760 -0.9356 2.2232
H 1.9143 -0.9737 -0.3804
H 1.8592 -1.1134 -1.9691
N -0.0504 -0.4193 -1.1175
C -0.4744 0.1407 -2.2459
C -0.3076 -0.0091 1.4317
H -0.2292 -1.8181 0.3618
C 1.4704 -0.5378 -1.2021
*
```

***

> What is the formula in the third record?

C29H28BrCdF3N5O5